Below is the molecule C23H31N3O, with properties calculated with the ωB97M-V functional and the def2-TZVPD basis.

Output
Orbital gap = 8.78 eV
ΔE to the lowest compared entry with this formula, charge and spin = 92.30 kJ/mol
Charge = 0
HOMO energy = -0.2925 hartree
Structure (SMILES) = CCN(CC)C(=O)N1c2ccccc2C[C@H](N(CC)CC)c2ccccc21
2S+1 = 1

CARTESIAN COORDINATES (ANGSTROEM)
C (-1.637, -3.465, -0.063)
C (-2.368, -2.827, 1.115)
N (-2.366, -1.374, 1.027)
C (-3.641, -0.724, 0.831)
C (-4.117, -0.771, -0.620)
C (-1.197, -0.766, 1.386)
O (-0.284, -1.401, 1.890)
N (-1.062, 0.596, 1.174)
C (-1.615, 1.335, 0.088)
C (-2.562, 2.322, 0.310)
C (-3.043, 3.066, -0.754)
C (-2.562, 2.836, -2.031)
C (-1.581, 1.883, -2.244)
C (-1.092, 1.127, -1.188)
C (0.040, 0.168, -1.335)
C (1.341, 0.796, -0.765)
N (2.497, -0.074, -0.892)
C (2.477, -1.256, -0.038)
C (3.673, -1.296, 0.913)
C (2.909, -0.324, -2.257)
C (4.395, -0.657, -2.353)
C (1.278, 1.273, 0.676)
C (2.434, 1.889, 1.152)
C (2.547, 2.321, 2.458)
C (1.489, 2.145, 3.334)
C (0.325, 1.563, 2.877)
C (0.209, 1.136, 1.560)
H (-0.584, -3.197, -0.028)
H (-2.057, -3.128, -1.008)
H (-1.718, -4.548, -0.007)
H (-1.871, -3.124, 2.044)
H (-3.405, -3.165, 1.143)
H (-3.569, 0.308, 1.167)
H (-4.381, -1.227, 1.466)
H (-5.070, -0.256, -0.710)
H (-3.398, -0.284, -1.274)
H (-4.247, -1.800, -0.947)
H (-2.912, 2.513, 1.315)
H (-3.786, 3.830, -0.583)
H (-2.939, 3.414, -2.862)
H (-1.185, 1.727, -3.237)
H (-0.168, -0.767, -0.812)
H (0.208, -0.060, -2.389)
H (1.553, 1.688, -1.376)
H (1.575, -1.263, 0.577)
H (2.469, -2.166, -0.654)
H (3.644, -0.435, 1.574)
H (4.615, -1.288, 0.372)
H (3.621, -2.198, 1.518)
H (2.334, -1.145, -2.723)
H (2.721, 0.585, -2.835)
H (4.608, -1.624, -1.907)
H (4.980, 0.103, -1.842)
H (4.697, -0.689, -3.398)
H (3.263, 2.003, 0.470)
H (3.461, 2.788, 2.795)
H (1.569, 2.465, 4.362)
H (-0.517, 1.419, 3.538)

Below is the molecule C6H10N2 at a distorted geometry, with properties calculated with the ωB97M-V functional and the def2-TZVPD basis.

Output
Orbital gap = 9.48 eV
ΔE to the lowest compared entry with this formula, charge and spin = 166.59 kJ/mol
Charge = 0
HOMO energy = -0.3130 hartree
Structure (SMILES) = [H]/N=C(\C(=C)N)C1CC1
2S+1 = 1

CARTESIAN COORDINATES (ANGSTROEM)
H (-2.136, 0.782, -1.432)
N (-1.175, 1.118, -1.325)
C (-0.472, 0.249, -0.680)
C (-0.960, -1.065, -0.121)
C (-2.193, -1.082, 0.401)
N (-0.128, -2.164, -0.141)
C (0.973, 0.554, -0.519)
C (1.588, 0.685, 0.856)
C (1.404, 1.906, 0.007)
H (-2.818, -0.196, 0.441)
H (-2.612, -1.989, 0.822)
H (-0.381, -2.879, 0.535)
H (0.860, -1.930, -0.106)
H (1.593, 0.137, -1.307)
H (0.949, 0.582, 1.726)
H (2.597, 0.317, 0.999)
H (0.631, 2.615, 0.283)
H (2.279, 2.361, -0.441)

Below is a cluster of 2 separate species, C11H15N in total at a distorted geometry, with properties calculated with the ωB97M-V functional and the def2-TZVPD basis.

Output
Orbital gap = 8.68 eV
ΔE to the lowest compared entry with this formula, charge and spin = 260.52 kJ/mol
Charge = 0
HOMO energy = -0.2826 hartree
Structure (SMILES) = Cc1c[nH]c2ccccc12.CC
2S+1 = 1

CARTESIAN COORDINATES (ANGSTROEM)
C (-1.028, -1.992, -1.366)
C (-1.336, -0.594, -1.148)
C (-1.586, 0.293, -2.145)
N (-1.363, 1.581, -1.535)
C (-0.955, 1.385, -0.198)
C (-0.694, 2.439, 0.583)
C (-0.602, 2.054, 1.894)
C (-0.653, 0.698, 2.434)
C (-0.928, -0.313, 1.452)
C (-1.044, 0.045, 0.135)
H (-1.124, -2.552, -0.495)
H (0.082, -2.006, -1.284)
H (-1.398, -2.595, -2.269)
H (-2.185, 0.153, -2.974)
H (-1.477, 2.502, -1.949)
H (-0.694, 3.371, 0.147)
H (-0.196, 2.766, 2.542)
H (-0.813, 0.599, 3.534)
H (-1.008, -1.348, 1.853)
C (2.383, -0.131, 0.458)
C (2.352, -1.387, -0.364)
H (3.063, -0.347, 1.338)
H (2.942, 0.664, 0.042)
H (1.483, 0.195, 0.876)
H (1.468, -1.965, 0.036)
H (3.119, -2.250, -0.180)
H (2.195, -1.264, -1.419)

Below is a structure of composition C29H47CaIN2OSi2, with properties calculated with the ωB97M-V functional and the def2-TZVPD basis.

Output
Orbital gap = 7.07 eV
ΔE to the lowest compared entry with this formula, charge and spin = 0.00 kJ/mol
Charge = 0
HOMO energy = -0.2560 hartree
2S+1 = 1

CARTESIAN COORDINATES (ANGSTROEM)
Ca (-0.201, 0.238, -0.088)
C (4.093, 0.060, 0.858)
C (3.124, 0.209, -0.281)
C (2.637, 1.477, -0.609)
C (1.804, 1.682, -1.705)
C (1.309, 3.056, -2.065)
C (1.454, 0.578, -2.495)
C (1.900, -0.700, -2.178)
C (1.547, -1.880, -3.047)
C (2.722, -0.872, -1.056)
H (3.682, 0.471, 1.781)
H (5.016, 0.601, 0.640)
H (4.351, -0.983, 1.035)
H (2.951, 2.329, -0.016)
H (1.951, 3.497, -2.830)
H (1.317, 3.718, -1.198)
H (0.308, 3.014, -2.498)
H (0.817, 0.749, -3.360)
H (2.451, -2.393, -3.378)
H (1.000, -1.565, -3.935)
H (0.937, -2.612, -2.510)
H (3.091, -1.866, -0.818)
C (-1.486, 3.328, 4.050)
Si (-0.903, 2.625, 2.400)
C (0.893, 3.164, 2.236)
C (-1.885, 3.508, 1.059)
C (-1.019, 0.801, 2.165)
C (0.096, -0.001, 2.731)
C (0.459, -0.002, 4.090)
C (1.419, -0.874, 4.558)
C (2.037, -1.753, 3.673)
C (1.679, -1.677, 2.346)
N (0.764, -0.822, 1.877)
Si (-2.618, -0.062, 2.488)
C (-2.291, -1.919, 2.523)
C (-3.896, 0.260, 1.141)
C (-3.443, 0.350, 4.130)
H (-1.297, 4.405, 4.078)
H (-0.958, 2.882, 4.897)
H (-2.555, 3.177, 4.213)
H (0.977, 4.251, 2.326)
H (1.316, 2.887, 1.267)
H (1.525, 2.716, 3.008)
H (-1.767, 4.592, 1.141)
H (-2.954, 3.289, 1.139)
H (-1.573, 3.222, 0.048)
H (-0.060, 0.668, 4.763)
H (1.676, -0.886, 5.611)
H (2.779, -2.467, 4.000)
H (2.145, -2.322, 1.609)
H (-1.854, -2.281, 1.586)
H (-3.219, -2.474, 2.687)
H (-1.595, -2.191, 3.322)
H (-3.547, -0.020, 0.141)
H (-4.186, 1.314, 1.100)
H (-4.803, -0.318, 1.341)
H (-2.735, 0.320, 4.962)
H (-4.236, -0.374, 4.340)
H (-3.900, 1.342, 4.120)
C (-2.314, -4.703, -0.739)
C (-3.502, -3.934, -1.331)
C (-4.281, -4.851, -2.285)
C (-4.424, -3.448, -0.205)
C (-3.014, -2.772, -2.094)
C (-2.644, -1.835, -2.749)
H (-2.670, -5.606, -0.238)
H (-1.781, -4.096, -0.006)
H (-1.614, -4.997, -1.522)
H (-4.652, -5.721, -1.738)
H (-3.642, -5.199, -3.098)
H (-5.132, -4.325, -2.718)
H (-4.777, -4.301, 0.377)
H (-5.289, -2.922, -0.612)
H (-3.894, -2.766, 0.465)
N (-3.500, 1.136, -2.617)
C (-2.303, 0.551, -2.643)
O (-1.441, 0.780, -1.782)
C (-2.165, -0.680, -3.514)
I (-1.209, 2.236, -5.119)
H (-3.536, 2.037, -2.160)
H (-4.031, 1.086, -3.474)
H (-2.687, -0.548, -4.460)
H (-1.111, -0.789, -3.757)

Q: Which of these has the highest orbital gap?
A: C6H10N2

What did the second record say?
Below is the molecule C6H10N2 at a distorted geometry, with properties calculated with the ωB97M-V functional and the def2-TZVPD basis.

Output
Orbital gap = 9.48 eV
ΔE to the lowest compared entry with this formula, charge and spin = 166.59 kJ/mol
Charge = 0
HOMO energy = -0.3130 hartree
Structure (SMILES) = [H]/N=C(\C(=C)N)C1CC1
2S+1 = 1

CARTESIAN COORDINATES (ANGSTROEM)
H (-2.136, 0.782, -1.432)
N (-1.175, 1.118, -1.325)
C (-0.472, 0.249, -0.680)
C (-0.960, -1.065, -0.121)
C (-2.193, -1.082, 0.401)
N (-0.128, -2.164, -0.141)
C (0.973, 0.554, -0.519)
C (1.588, 0.685, 0.856)
C (1.404, 1.906, 0.007)
H (-2.818, -0.196, 0.441)
H (-2.612, -1.989, 0.822)
H (-0.381, -2.879, 0.535)
H (0.860, -1.930, -0.106)
H (1.593, 0.137, -1.307)
H (0.949, 0.582, 1.726)
H (2.597, 0.317, 0.999)
H (0.631, 2.615, 0.283)
H (2.279, 2.361, -0.441)

Q: orbital gap of number 2 (C6H10N2)?
A: 9.48 eV

Q: Number 3 is which compound?
A: C11H15N